# 1
Here is a cluster of 3 separate species, C20H49N8O4P2S2 in total in a non-equilibrium geometry from OMol25. Energies are from ωB97M-V/def2-TZVPD.

Values from the calculation:
- Net charge: +1
- Energy: -3009.09064 a.u.
- 2S+1: 1
- E_HOMO: -9.338 eV

Each line ends with the Löwdin charge.
Geometry (Å):
1 C -2.354813 0.003430 -1.171358  -0.13
2 C -3.041419 0.545046 -2.450055  -0.49
3 S -1.888781 1.387835 -3.576059  0.90
4 C -1.794788 3.033894 -2.749391  -0.35
5 C -0.639176 3.000998 -1.797862  -0.22
6 N 0.540616 2.578370 -2.222829  0.09
7 N 1.662287 2.432325 -1.560389  0.15
8 C 1.631572 2.765417 -0.302148  -0.03
9 C 0.455160 3.268688 0.276948  0.04
10 C -0.702441 3.390101 -0.439310  -0.15
11 S -2.234708 4.005822 0.289792  0.66
12 C -1.743589 5.192830 1.539060  -0.09
13 O -2.830657 2.882397 0.944624  -0.27
14 O -3.029924 4.696988 -0.674496  -0.28
15 H -2.492888 -1.072737 -1.106033  0.07
16 H -2.670129 0.511929 -0.264788  0.06
17 H -1.282636 0.178020 -1.279764  0.05
18 H -3.786657 1.281428 -2.149621  0.07
19 H -3.583576 -0.229641 -2.981877  0.08
20 H -1.637825 3.746912 -3.554416  0.10
21 H -2.736686 3.167941 -2.240834  0.06
22 H 0.588504 2.320894 -3.206627  0.17
23 H 2.515538 2.655578 0.310334  0.14
24 H 0.483036 3.522707 1.327065  0.13
25 H -0.661733 5.225544 1.620485  0.05
26 H -2.039857 6.168094 1.163433  0.08
27 H -2.230782 4.958545 2.477281  0.09
28 O -4.199721 -3.284603 0.107025  -0.29
29 P -5.116465 -3.457617 1.296145  0.76
30 N -4.468921 -4.903579 1.984098  -0.34
31 C -4.801733 -6.277029 1.664579  -0.13
32 C -3.124762 -4.775834 2.534864  -0.13
33 N -6.617533 -3.598441 0.410011  -0.32
34 C -7.117363 -4.871579 -0.086547  -0.14
35 C -6.723395 -2.595392 -0.645429  -0.16
36 N -6.044137 -3.089027 2.760072  -0.34
37 C -5.496878 -2.012100 3.588818  -0.14
38 C -6.671709 -4.107545 3.554032  -0.12
39 H -4.616956 -6.906796 2.540199  0.09
40 H -4.215672 -6.669553 0.822510  0.09
41 H -5.853640 -6.412014 1.432815  0.05
42 H -3.154756 -4.718168 3.630465  0.08
43 H -2.623697 -3.875905 2.169476  0.07
44 H -2.494658 -5.620987 2.254589  0.08
45 H -6.365764 -5.437981 -0.654136  0.09
46 H -7.975187 -4.704925 -0.738757  0.08
47 H -7.499038 -5.493459 0.724864  0.06
48 H -6.171191 -2.875810 -1.551821  0.08
49 H -6.332772 -1.632116 -0.309049  0.07
50 H -7.771690 -2.444660 -0.908560  0.08
51 H -4.645281 -2.344495 4.201496  0.07
52 H -6.261966 -1.607704 4.254608  0.08
53 H -5.152275 -1.188141 2.956587  0.07
54 H -5.967984 -4.634151 4.213023  0.09
55 H -7.192559 -4.842288 2.942232  0.07
56 H -7.431625 -3.631053 4.178013  0.09
57 O 5.625998 2.163564 0.929181  -0.30
58 P 6.701706 1.807509 -0.067731  0.75
59 N 6.232242 2.787704 -1.412287  -0.34
60 C 5.314494 2.451460 -2.470598  -0.14
61 C 6.329985 4.226148 -1.194167  -0.12
62 N 6.366286 0.099010 -0.204905  -0.32
63 C 5.424997 -0.440710 -1.169788  -0.15
64 C 6.124822 -0.513708 1.100421  -0.15
65 N 8.332805 1.549903 -0.668776  -0.33
66 C 9.381620 2.302868 0.029960  -0.13
67 C 8.622255 1.395198 -2.066861  -0.12
68 H 5.558577 3.014254 -3.377715  0.09
69 H 4.268923 2.671662 -2.204302  0.06
70 H 5.361610 1.410000 -2.772828  0.05
71 H 7.215130 4.638597 -1.692567  0.08
72 H 6.406650 4.467545 -0.131293  0.07
73 H 5.450221 4.750548 -1.573323  0.08
74 H 4.447032 0.066646 -1.150850  0.07
75 H 5.256501 -1.499642 -0.972450  0.08
76 H 5.827798 -0.405459 -2.183708  0.06
77 H 5.101318 -0.350143 1.460515  0.08
78 H 6.803509 -0.110339 1.853403  0.07
79 H 6.307299 -1.587613 1.043108  0.08
80 H 9.422395 3.355452 -0.285080  0.08
81 H 10.360724 1.853613 -0.142906  0.08
82 H 9.204938 2.283354 1.108702  0.08
83 H 8.643966 2.349782 -2.609911  0.09
84 H 7.916815 0.728193 -2.561231  0.07
85 H 9.605065 0.928202 -2.159397  0.09

Cartesian forces (eV/Å) of the 2 atoms listed first:
C 0.389 -0.005 -0.740
C 0.133 0.332 1.150

# 2
Here is a structure of composition C50H44N4O5P2S2Se2Zr in a non-equilibrium geometry from OMol25. Energies are from ωB97M-V/def2-TZVPD.

Values from the calculation:
- Energy relative to the best compared isomer or geometry (same formula, charge and spin): 0.000 eV
- Energy: -8856.00795 a.u.
- 2S+1: 1
- E_HOMO: -6.935 eV

Each line ends with the Löwdin charge.
Geometry (Å):
1 Zr 12.328482 12.496792 12.292859  1.42
2 C 11.286468 13.833920 17.972222  -0.06
3 O 11.100617 13.435867 16.614974  -0.07
4 C 10.539189 12.252987 16.260856  -0.21
5 C 9.651876 11.595125 17.099126  -0.02
6 C 9.014871 10.467110 16.620418  -0.11
7 C 9.356383 9.888955 15.402305  -0.02
8 C 10.340546 10.550534 14.535548  -0.14
9 C 10.826645 9.855456 13.396367  0.00
10 N 11.627802 10.427396 12.474319  -0.15
11 N 12.057365 9.556336 11.581942  0.04
12 C 12.605444 10.120025 10.526675  -0.44
13 O 12.754905 11.399204 10.427646  -0.22
14 C 13.238704 9.223971 9.559277  -0.14
15 C 13.964097 9.619363 8.432860  0.00
16 C 14.145115 8.750551 7.293938  -0.09
17 C 13.629619 7.474746 7.324343  -0.10
18 C 12.965475 7.028135 8.525815  -0.08
19 C 12.807104 7.857457 9.611787  -0.04
20 C 10.791367 11.790019 14.950975  -0.23
21 O 11.377733 12.662240 14.087925  -0.29
22 H 10.509731 14.507864 18.307122  0.08
23 H 12.252976 14.351710 18.091290  0.09
24 H 11.286715 12.934622 18.622144  0.09
25 H 9.454757 12.006675 18.093087  0.11
26 H 8.180809 9.984807 17.219642  0.12
27 H 9.009254 8.893380 15.142127  0.10
28 H 10.660194 8.780169 13.346149  0.14
29 H 14.327588 10.620466 8.388620  0.10
30 H 14.601525 9.171823 6.388598  0.10
31 H 13.982741 6.730607 6.579408  0.11
32 H 12.556543 5.999973 8.563111  0.10
33 H 12.404037 7.423413 10.542020  0.11
34 O 14.175619 10.183664 15.673967  0.05
35 C 14.772964 9.350400 14.831463  -0.27
36 C 15.131762 8.130901 15.349102  -0.02
37 C 15.949103 7.366841 14.548519  -0.08
38 C 16.328524 7.752840 13.241305  -0.08
39 C 15.799676 8.931002 12.678883  -0.02
40 C 15.111377 9.791204 13.496241  -0.11
41 C 14.737453 11.097677 13.092767  -0.42
42 O 13.768762 11.708024 13.756541  -0.19
43 N 15.330118 11.583711 12.029306  0.03
44 N 14.770675 12.750418 11.693770  -0.23
45 C 15.602464 13.459510 10.875893  -0.96
46 S 17.213556 13.606504 11.330557  0.96
47 C 17.512485 15.231851 10.577206  -0.51
48 C 16.636508 15.514973 9.374385  -0.43
49 S 15.070944 14.498491 9.613792  0.82
50 H 13.854874 10.906099 15.019766  0.07
51 H 14.801952 7.902232 16.329356  0.11
52 H 16.311590 6.397603 14.935515  0.11
53 H 16.941017 7.126098 12.633121  0.08
54 H 16.133435 9.238871 11.671394  0.12
55 H 18.566389 15.346953 10.412898  0.07
56 H 17.173800 15.968085 11.376373  0.10
57 H 17.042206 15.133359 8.416438  0.08
58 H 16.380103 16.559682 9.357065  0.07
59 Se 9.714014 12.854741 11.040238  0.32
60 P 10.469002 14.910815 10.648299  0.29
61 Se 12.635306 14.898678 11.252538  0.35
62 C 9.585898 16.062340 11.667092  -0.41
63 C 10.029639 16.320524 12.994975  -0.09
64 C 9.410181 17.303199 13.762301  -0.06
65 C 8.440251 18.097175 13.159119  -0.07
66 C 7.952068 17.855661 11.875666  -0.06
67 C 8.534617 16.837547 11.130634  -0.08
68 C 10.388609 15.421606 8.928191  -0.40
69 C 10.670860 16.777527 8.669965  -0.10
70 C 10.682359 17.239156 7.373869  -0.09
71 C 10.345753 16.384154 6.344538  -0.08
72 C 10.104738 15.011074 6.581476  -0.07
73 C 10.141450 14.565876 7.867160  -0.11
74 H 10.894733 15.806655 13.420139  0.08
75 H 9.735309 17.439100 14.764160  0.10
76 H 8.063674 18.953304 13.678813  0.10
77 H 7.122990 18.371758 11.465726  0.10
78 H 8.264262 16.731466 10.120194  0.09
79 H 10.845808 17.460260 9.491731  0.11
80 H 11.059173 18.236416 7.066596  0.12
81 H 10.372999 16.705789 5.298043  0.11
82 H 9.996445 14.298113 5.740942  0.12
83 H 9.976752 13.518110 8.104949  0.08
84 C 19.251225 14.723152 19.173517  -0.29
85 P 17.981311 14.569634 17.855361  0.99
86 C 17.190940 13.102152 18.555603  -0.41
87 C 18.036149 12.037979 18.924010  -0.11
88 C 17.494887 10.780008 19.070542  -0.10
89 C 16.128255 10.697787 19.215738  -0.08
90 C 15.292160 11.854008 19.176606  -0.08
91 C 15.826747 13.050125 18.810867  -0.12
92 C 17.024932 16.039975 18.250358  -0.41
93 C 16.495357 16.124819 19.535207  -0.13
94 C 16.226636 17.379047 20.056864  -0.08
95 C 16.313001 18.520895 19.214482  -0.08
96 C 16.625377 18.383273 17.868103  -0.11
97 C 17.003597 17.168799 17.392066  -0.11
98 H 19.770064 15.646001 19.132325  0.02
99 H 20.017211 14.053745 18.901410  0.00
100 H 18.817292 14.566595 20.205676  0.08
101 H 19.114027 12.105104 19.009180  0.09
102 H 18.161733 9.913482 19.191241  0.11
103 H 15.601023 9.734266 19.280522  0.10
104 H 14.242836 11.726539 19.390519  0.10
105 H 15.163102 13.915135 18.689142  0.10
106 H 16.457054 15.249197 20.229269  0.12
107 H 15.951674 17.544418 21.128877  0.11
108 H 16.135242 19.458757 19.702739  0.09
109 H 16.625664 19.241246 17.186710  0.11
110 H 17.293666 16.985954 16.361901  0.10

Cartesian forces (eV/Å) of the 2 atoms listed first:
Zr 1.140 -0.034 0.150
C 0.214 -1.225 0.191

# 3
Here is a cluster of 2 separate species, C4H12O2 in total in a non-equilibrium geometry from OMol25. Energies are from ωB97M-V/def2-TZVPD.

Values from the calculation:
- Net charge: +1
- Energy relative to the best compared isomer or geometry (same formula, charge and spin): 0.722 eV
- Energy: -309.70267 a.u.
- 2S+1: 2
- E_HOMO (spin up / spin down): -14.964 / -14.960 eV

Each line ends with the Löwdin charge.
Geometry (Å):
1 C 2.433797 0.444111 -0.038232  -0.03
2 C 1.091662 0.978376 0.541525  -0.14
3 C -0.006770 -0.051451 0.233890  -0.32
4 C -1.361407 0.795090 -0.034597  0.10
5 O -0.286577 -0.847949 1.279750  0.20
6 H 2.369722 0.348407 -1.124240  0.09
7 H 2.647906 -0.521667 0.387764  0.09
8 H 3.196043 1.192839 0.156424  0.10
9 H 1.252065 1.146926 1.585862  0.12
10 H 0.859477 1.951460 0.113855  0.13
11 H 0.142633 -0.708560 -0.619096  0.17
12 H -2.110552 0.113661 -0.380780  0.08
13 H -1.691420 1.252293 0.886544  0.11
14 H -1.161432 1.563400 -0.764830  0.11
15 H -0.269472 -0.414287 2.155365  0.18
16 H -1.835969 -2.894802 -1.758834  0.04
17 H -2.696171 -2.076343 -0.842396  0.02
18 O -2.573536 -2.271510 -1.777982  -0.05

Cartesian forces (eV/Å) of the 2 atoms listed first:
C -0.986 0.173 -0.637
C 0.939 0.622 -1.008

# 4
Here is a cluster of 6 separate species, C28H52FN6O11P in total in a non-equilibrium geometry from OMol25. Energies are from ωB97M-V/def2-TZVPD.

Values from the calculation:
- Energy: -2695.67969 a.u.
- 2S+1: 1
- E_HOMO: -7.593 eV

Each line ends with the Löwdin charge.
Geometry (Å):
1 C -1.865380 2.107979 2.383502  -0.08
2 C -0.830677 1.106698 2.916201  -0.15
3 C 0.585170 1.536083 2.580400  -0.46
4 F 0.756409 2.864628 2.939545  0.04
5 C 0.818894 1.349917 1.060989  -0.05
6 C 0.827174 2.644775 0.236975  -0.07
7 C 2.168415 3.265984 -0.116799  -0.44
8 O 2.295164 3.777750 -1.191094  0.12
9 N 3.272337 3.285364 0.797473  0.11
10 C 3.987768 2.062578 0.918658  -0.27
11 C 4.153223 1.214000 -0.172634  -0.03
12 C 4.831261 0.009347 -0.014678  -0.07
13 C 5.337101 -0.319586 1.233354  -0.11
14 C 5.209098 0.533897 2.320646  -0.08
15 C 4.527531 1.729245 2.154829  -0.05
16 O 1.588622 0.770719 3.254428  0.03
17 C 1.502678 0.824650 4.610642  -0.46
18 O 0.825831 0.084914 5.246622  0.14
19 P 2.556233 2.031165 5.557379  0.48
20 O 3.979208 1.745725 5.385933  -0.25
21 O 2.181753 3.534428 5.190312  -0.10
22 O 2.099841 1.797764 7.067789  -0.10
23 H -1.856088 2.170130 1.305357  0.07
24 H -1.651807 3.072176 2.839802  0.08
25 H -2.824758 1.786626 2.760570  0.07
26 H -1.007269 0.999180 3.985683  0.11
27 H -1.018149 0.131726 2.477019  0.11
28 H 1.703088 0.738353 0.914347  0.12
29 H -0.021770 0.765244 0.701481  0.12
30 H 0.378235 2.421328 -0.725682  0.12
31 H 0.183897 3.400803 0.678879  0.12
32 H 3.025479 3.680499 1.695299  0.13
33 H 3.723347 1.515159 -1.117880  0.11
34 H 4.928929 -0.642107 -0.871067  0.06
35 H 5.848787 -1.265275 1.364060  0.09
36 H 5.606059 0.296201 3.294007  0.10
37 H 4.407428 2.416366 2.976639  0.09
38 H 1.220177 3.612905 5.090618  0.09
39 H 2.756789 2.282504 7.589587  0.09
40 C -4.058292 -0.883491 -1.005321  -0.01
41 C -3.342116 -0.987195 0.316961  -0.52
42 O -3.390727 -0.085513 1.151228  0.01
43 N -2.639070 -2.121248 0.544228  0.02
44 C -2.482455 -3.265030 -0.342628  -0.07
45 H -4.572614 0.073380 -1.046289  0.08
46 H -3.356794 -0.934590 -1.828849  0.06
47 H -4.792760 -1.683241 -1.105576  0.09
48 H -2.184104 -2.150318 1.442817  0.13
49 H -2.863964 -4.161673 0.146326  0.09
50 H -1.428342 -3.421509 -0.559313  0.07
51 H -3.021552 -3.105887 -1.271094  0.07
52 C -5.965721 2.059688 1.164993  -0.01
53 C -5.315541 3.363233 0.772999  -0.54
54 O -4.107410 3.523753 0.798710  0.04
55 N -6.134513 4.381399 0.381418  0.00
56 C -7.581181 4.385550 0.286838  -0.08
57 H -5.185957 1.356220 1.442937  0.05
58 H -6.636459 2.205957 2.013759  0.09
59 H -6.528055 1.643842 0.326832  0.08
60 H -5.638012 5.222316 0.133887  0.14
61 H -7.885607 4.601596 -0.739293  0.08
62 H -7.993727 5.159024 0.937592  0.08
63 H -7.991137 3.425496 0.579829  0.07
64 C 5.257959 -1.816709 -4.998045  -0.01
65 C 6.098133 -1.575985 -3.767119  -0.53
66 O 5.606301 -1.212766 -2.709695  0.02
67 N 7.436400 -1.775947 -3.869143  0.01
68 C 8.197200 -2.201619 -5.028840  -0.08
69 H 4.220650 -1.613720 -4.751797  0.08
70 H 5.562408 -1.152653 -5.807685  0.08
71 H 5.344275 -2.853168 -5.326152  0.08
72 H 7.934957 -1.595543 -3.011963  0.14
73 H 8.722046 -3.131803 -4.805046  0.08
74 H 8.936798 -1.441192 -5.284448  0.08
75 H 7.548102 -2.361186 -5.882512  0.07
76 C -5.847589 -0.293333 -4.674400  0.00
77 C -4.691712 -1.257540 -4.799253  -0.54
78 O -3.815589 -1.326735 -3.951489  0.02
79 N -4.655861 -2.056007 -5.896711  0.01
80 C -5.598530 -2.115655 -6.998449  -0.08
81 H -5.730934 0.267028 -3.751911  0.08
82 H -5.856920 0.406987 -5.510133  0.09
83 H -6.795755 -0.831215 -4.640723  0.09
84 H -3.859630 -2.673357 -5.917089  0.14
85 H -6.019658 -3.119689 -7.070424  0.08
86 H -5.086662 -1.888476 -7.934854  0.08
87 H -6.405771 -1.405532 -6.858394  0.07
88 C 2.267477 -5.159000 2.006272  -0.01
89 C 1.143627 -4.185471 1.746612  -0.54
90 O 0.214134 -4.453717 0.996044  0.02
91 N 1.194380 -2.990226 2.377870  0.03
92 C 2.197089 -2.486828 3.300129  -0.06
93 H 2.081617 -6.061287 1.432123  0.08
94 H 3.222189 -4.734138 1.694575  0.08
95 H 2.313962 -5.419112 3.064195  0.08
96 H 0.417257 -2.387768 2.158206  0.13
97 H 1.718033 -2.252175 4.251673  0.08
98 H 2.629604 -1.574272 2.888819  0.07
99 H 2.986094 -3.211788 3.467577  0.08

Cartesian forces (eV/Å) of the 2 atoms listed first:
C 0.692 -0.246 0.824
C -0.435 0.481 0.348